Density functional theory data (ωB97M-V with the def2-TZVPD basis set) for a cluster of 11 separate species, C5H34N2O11 in total at a distorted geometry.

Geometry as XYZ:
```
52
Properties=species:S:1:pos:R:3:nbo_charge:R:1
C -1.149 0.532 -1.342 -0.09
O -2.542 0.841 -1.209 -0.76
C -0.949 -0.913 -0.713 -0.09
C 0.188 -1.115 0.290 -0.42
C -0.120 -0.670 1.702 -0.25
C 1.277 1.325 2.197 -0.44
N -0.020 0.733 2.167 -0.67
N -0.698 -1.813 -1.896 -0.89
H -0.876 0.533 -2.431 0.17
H -0.580 1.406 -1.001 0.19
H -2.843 0.783 -0.261 0.49
H -1.855 -1.194 -0.209 0.21
H 0.316 -2.281 0.450 0.21
H 1.074 -0.740 -0.252 0.21
H -1.121 -0.961 1.976 0.21
H 0.544 -1.273 2.253 0.19
H 1.236 2.088 2.971 0.20
H 1.685 1.957 1.462 0.20
H 2.149 0.589 2.304 0.19
H -0.732 1.363 1.724 0.37
H -1.031 -1.621 -2.809 0.38
H -0.790 -2.761 -1.713 0.37
H 3.368 -2.547 -1.760 0.48
H 2.759 -2.007 -3.101 0.48
O 3.438 -1.792 -2.377 -0.95
H 0.106 4.319 0.414 0.48
H 0.468 2.776 0.594 0.49
O -0.209 3.404 0.381 -0.98
H -2.815 -0.277 -3.773 0.45
H -2.944 -0.910 -2.619 0.46
O -3.197 -1.024 -3.477 -0.90
H -2.009 1.007 3.803 0.49
H -1.975 -0.335 3.995 0.49
O -2.644 0.312 3.748 -0.92
H -4.375 -0.680 1.805 0.48
H -3.166 0.070 2.252 0.51
O -3.503 -0.562 1.452 -1.03
H 4.198 2.064 -0.583 0.50
H 3.699 0.625 -0.507 0.44
O 4.424 1.138 -0.552 -0.94
H 1.517 0.073 -2.748 0.48
H 2.965 0.154 -2.056 0.51
O 2.199 0.666 -2.444 -0.98
H -3.271 -1.195 -0.661 0.47
H -3.746 -2.124 0.304 0.47
O -3.468 -2.173 -0.584 -0.94
H 2.622 -1.214 1.826 0.45
H 3.180 -2.499 1.589 0.46
O 3.208 -1.830 2.267 -0.91
H 1.848 1.778 -1.085 0.51
H 1.971 3.378 -1.150 0.48
O 2.188 2.600 -0.613 -1.01
```

maximum force	5.4	eV/Å
SMILES string	CNCC[C@H](N)CO.O.O.O.O.O.O.O.O.O.O
energy	-1147.90111	hartree



Density functional theory data (ωB97M-V with the def2-TZVPD basis set) for a cluster of 11 separate species, C5H34N2O11 in total at a distorted geometry.

Geometry as XYZ:
```
52
Properties=species:S:1:pos:R:3:nbo_charge:R:1
N -0.008 0.036 2.300 -0.86
C -1.000 -0.218 1.204 -0.10
C -2.438 -0.268 1.709 -0.09
O -2.739 -1.492 2.386 -0.73
C -0.751 0.828 0.123 -0.23
N -0.462 0.216 -1.185 -0.67
C 0.114 1.183 -2.115 -0.23
C 0.473 0.572 -3.478 -0.61
H -0.429 -0.205 3.183 0.37
H 0.149 1.017 2.355 0.37
H -0.795 -1.214 0.825 0.20
H -2.637 0.509 2.439 0.18
H -3.078 -0.118 0.833 0.21
H -2.016 -2.103 2.347 0.46
H -1.628 1.444 -0.091 0.19
H -0.078 1.596 0.507 0.18
H 0.207 -0.538 -1.038 0.37
H -0.527 2.054 -2.229 0.19
H 1.034 1.571 -1.681 0.18
H 0.536 -0.501 -3.343 0.21
H -0.232 0.820 -4.269 0.20
H 1.447 0.928 -3.807 0.22
H 3.202 1.332 0.567 0.51
H 2.304 0.849 -0.676 0.49
O 2.588 1.608 -0.139 -1.03
H -2.406 4.191 1.600 0.47
H -1.439 3.281 0.983 0.48
O -1.932 3.378 1.816 -0.95
H -3.156 0.516 -1.664 0.47
H -4.186 1.425 -0.924 0.48
O -3.908 0.508 -1.039 -0.94
H 3.525 0.537 2.736 0.47
H 3.473 -0.451 1.572 0.50
O 3.891 0.393 1.849 -0.98
H -1.409 -3.940 0.550 0.48
H -1.079 -3.054 -0.667 0.51
O -0.660 -3.540 0.087 -1.01
H -2.010 -1.400 -1.870 0.49
H -1.512 -2.367 -2.870 0.48
O -2.033 -2.350 -2.050 -0.95
H 2.096 -2.011 1.070 0.52
H 1.464 -0.597 1.317 0.52
O 2.142 -1.060 0.786 -1.04
H 1.125 2.857 0.063 0.50
H 1.262 4.359 -0.027 0.48
O 0.596 3.684 0.076 -0.99
H 2.534 -1.147 -0.847 0.50
H 3.553 -0.397 -1.868 0.48
O 2.711 -0.883 -1.789 -1.00
H 1.180 -4.125 2.190 0.48
H 1.198 -3.964 0.702 0.51
O 1.743 -3.749 1.491 -0.97
```

maximum force	1.7	eV/Å
SMILES string	CCNC[C@@H](N)CO.O.O.O.O.O.O.O.O.O.O
energy	-1148.04801	hartree



Density functional theory data (ωB97M-V with the def2-TZVPD basis set) for a cluster of 12 separate species, C5H34N2O12 in total at a distorted geometry.

Geometry as XYZ:
```
53
Properties=species:S:1:pos:R:3:nbo_charge:R:1
N -2.277 1.857 -2.674 -0.80
C -2.690 1.904 -1.210 -0.32
C -1.695 1.020 -0.376 0.69
N -1.650 1.205 0.975 -0.56
C 0.102 1.409 2.603 -0.64
C -0.765 0.427 1.833 -0.06
C -1.405 -0.477 2.941 -0.64
O -0.899 0.279 -0.982 -0.75
H -1.388 2.023 -2.782 0.35
H -2.417 0.955 -3.075 0.36
H -2.765 2.982 -0.982 0.22
H -3.635 1.369 -1.136 0.21
H -2.244 1.825 1.448 0.41
H -0.352 1.860 3.488 0.21
H 0.519 2.303 1.962 0.22
H 0.975 0.825 3.047 0.24
H -0.270 -0.351 1.169 0.22
H -0.673 -1.143 3.367 0.26
H -1.818 0.158 3.702 0.20
H -2.086 -1.216 2.583 0.20
H -3.346 -1.941 -0.873 0.45
H -3.664 -3.402 -0.779 0.47
O -2.844 -2.664 -0.917 -0.92
H -0.446 -2.463 -0.715 0.49
H 0.017 -1.038 -0.371 0.50
O 0.250 -2.017 -0.303 -1.00
H 1.574 -2.503 4.271 0.46
H 1.463 -2.515 2.798 0.49
O 1.478 -1.828 3.449 -0.96
H 0.500 0.228 -2.882 0.47
H 1.156 0.317 -4.231 0.50
O 0.916 0.897 -3.455 -0.97
H 1.428 3.525 0.033 0.50
H 2.529 4.686 -0.031 0.49
O 1.716 4.291 0.484 -0.99
H 2.236 2.088 -1.828 0.49
H 0.989 1.563 -1.244 0.49
O 1.813 1.994 -0.983 -0.97
H 3.209 -0.176 0.614 0.47
H 2.843 -0.639 -0.724 0.47
O 3.375 -0.804 0.018 -0.93
H -1.258 4.270 0.261 0.48
H -0.085 3.973 1.244 0.50
O -0.898 3.616 0.969 -0.97
H 1.126 -2.801 -3.131 0.48
H 0.605 -1.594 -2.568 0.46
O 0.706 -2.068 -3.455 -0.94
H -0.480 -3.772 2.361 0.47
H 0.397 -3.129 1.180 0.52
O 0.364 -3.831 1.944 -1.00
H 2.424 -2.727 -0.123 0.49
H 2.572 -4.178 0.325 0.47
O 2.346 -3.675 -0.420 -0.96
```

maximum force	7.8	eV/Å
SMILES string	CC(C)NC(=O)CN.O.O.O.O.O.O.O.O.O.O.O
energy	-1223.21177	hartree



Density functional theory data (ωB97M-V with the def2-TZVPD basis set) for a cluster of 13 separate species, C5H34N2O13 in total at a distorted geometry.

Geometry as XYZ:
```
54
Properties=species:S:1:pos:R:3:nbo_charge:R:1
N -0.831 -0.127 0.769 -0.89
C 0.222 0.610 0.038 -0.13
C 0.678 1.821 0.888 -0.47
C -0.137 3.058 0.715 -0.19
C -0.118 3.818 -0.371 -0.38
C 1.356 -0.446 0.147 0.72
N 2.006 -0.753 -0.993 -0.85
O 1.584 -0.978 1.229 -0.72
H -0.560 -0.330 1.711 0.38
H -1.477 -0.754 0.339 0.39
H -0.090 0.891 -0.961 0.23
H 1.738 1.949 0.633 0.25
H 0.779 1.478 1.920 0.21
H -0.754 3.338 1.566 0.20
H -0.606 4.780 -0.408 0.20
H 0.436 3.483 -1.243 0.20
H 1.567 -0.633 -1.895 0.43
H 2.672 -1.518 -0.995 0.41
H -0.592 -2.055 -2.079 0.49
H -1.295 -2.748 -0.794 0.52
O -1.206 -1.963 -1.349 -1.02
H 0.833 -0.693 4.574 0.48
H 1.838 -0.884 3.471 0.50
O 1.299 -1.396 4.097 -0.94
H -3.174 3.562 -0.563 0.47
H -3.920 2.156 -0.790 0.50
O -3.527 2.943 -1.200 -0.99
H -0.394 -3.587 1.312 0.51
H -1.314 -4.736 1.142 0.47
O -0.743 -4.178 0.603 -0.99
H 3.119 0.766 -3.175 0.48
H 1.655 0.781 -3.811 0.50
O 2.258 1.196 -3.179 -0.97
H -2.307 0.925 -3.164 0.49
H -2.242 -0.316 -2.328 0.49
O -2.366 -0.038 -3.249 -0.96
H 3.185 -2.093 1.066 0.49
H 4.591 -1.781 1.361 0.46
O 4.079 -2.353 0.774 -0.96
H -3.895 -0.107 -0.800 0.48
H -2.999 0.153 0.495 0.50
O -3.740 0.463 -0.043 -0.97
H 0.642 -1.443 -4.075 0.48
H -0.656 -0.556 -3.802 0.52
O 0.290 -0.687 -3.594 -1.01
H -1.349 -3.041 3.613 0.49
H 0.069 -2.310 3.233 0.52
O -0.644 -2.936 2.976 -1.02
H 4.045 1.223 -0.549 0.46
H 2.741 1.383 -1.345 0.49
O 3.498 1.880 -0.990 -0.96
H -2.899 0.862 3.071 0.48
H -1.358 1.032 2.642 0.48
O -1.985 0.889 3.355 -0.97
```

maximum force	2.9	eV/Å
energy	-1298.53893	hartree



Density functional theory data (ωB97M-V with the def2-TZVPD basis set) for a cluster of 13 separate species, C5H34NO12 in total at a distorted geometry.

Geometry as XYZ:
```
52
Properties=species:S:1:pos:R:3:nbo_charge:R:1
C 1.536 -0.035 1.108 -0.63
C 0.283 0.312 0.279 -0.49
C -0.007 -0.531 -0.987 0.15
C 0.512 -0.163 -2.159 -0.36
C -1.763 -2.125 -1.553 0.16
N -0.746 -1.772 -0.837 -0.45
H 2.281 0.662 0.977 0.20
H 1.410 0.114 2.193 0.24
H 1.961 -0.999 0.877 0.22
H -0.537 0.374 1.026 0.23
H 0.546 1.304 -0.079 0.26
H 1.217 0.590 -2.082 0.23
H 0.345 -0.569 -3.161 0.21
H -2.239 -3.159 -1.342 0.24
H -2.211 -1.459 -2.318 0.24
H -0.409 -2.226 -0.018 0.45
H -2.563 2.491 0.873 0.52
H -1.248 2.601 1.649 0.50
O -2.030 2.142 1.599 -1.01
H 0.949 3.467 0.254 0.52
H 0.055 4.526 0.970 0.49
O 0.038 3.583 0.659 -1.03
H -3.272 -1.991 1.006 0.51
H -2.324 -0.654 0.848 0.50
O -2.643 -1.434 0.428 -0.98
H 2.886 2.486 -0.891 0.53
H 1.758 3.373 -1.748 0.51
O 2.029 3.089 -0.883 -1.00
H 0.559 -3.001 1.873 0.53
H 1.055 -4.342 1.420 0.48
O 0.936 -3.506 1.129 -0.99
H 3.078 0.192 -0.705 0.50
H 3.838 0.086 -2.099 0.49
O 3.330 0.674 -1.576 -0.98
H 1.752 -3.035 -0.267 0.49
H 2.103 -3.273 -1.777 0.46
O 2.144 -2.678 -1.070 -0.98
H 0.498 -4.428 -1.764 0.49
H -0.455 -4.328 -0.509 0.49
O -0.292 -3.965 -1.413 -0.96
H -1.981 0.763 2.762 0.51
H -2.670 0.348 4.053 0.50
O -2.093 -0.036 3.251 -1.00
H -0.849 -1.231 3.434 0.51
H 0.239 -1.880 4.292 0.49
O -0.099 -1.834 3.349 -1.01
H 0.287 3.493 -3.315 0.47
H -1.011 3.651 -2.629 0.49
O -0.061 3.768 -2.537 -0.95
H -2.442 4.136 -1.166 0.48
H -1.371 3.230 -0.588 0.51
O -2.310 3.198 -0.838 -0.98
```

maximum force	4.6	eV/Å
charge	+1
energy	-1168.18970	hartree



Density functional theory data (ωB97M-V with the def2-TZVPD basis set) for a cluster of 12 separate species, C5H34NO13 in total at a distorted geometry.

Geometry as XYZ:
```
53
Properties=species:S:1:pos:R:3:nbo_charge:R:1
C 1.319 -2.082 -2.717 -0.24
N 1.023 -0.781 -3.260 -0.67
C -0.298 -0.300 -3.513 0.09
O -1.423 -0.437 -2.565 -0.80
C 1.434 -2.388 -1.231 -0.42
C 2.459 -1.566 -0.384 -0.45
C 3.687 -0.934 -0.971 -0.06
O 3.381 0.260 -1.675 -0.74
H 2.081 -2.623 -3.274 0.19
H 0.475 -2.725 -3.082 0.20
H 1.713 -0.079 -3.040 0.40
H -0.787 -0.771 -4.360 0.15
H -0.160 0.821 -3.640 0.17
H -1.039 -0.837 -1.749 0.49
H 1.879 -3.397 -1.081 0.20
H 0.523 -2.280 -0.646 0.22
H 1.843 -0.711 -0.113 0.22
H 2.774 -2.140 0.514 0.21
H 4.242 -1.658 -1.624 0.16
H 4.433 -0.756 -0.161 0.16
H 1.608 3.157 1.474 0.47
H 0.220 4.350 -0.760 0.46
O -0.353 3.818 -0.201 -1.03
H 0.130 2.915 -0.223 0.50
H 0.258 1.106 -0.976 0.44
O 0.574 1.395 -0.103 -1.22
H 2.791 0.787 -1.112 0.49
H 2.319 2.085 0.683 0.49
O 2.492 2.863 1.229 -0.97
H -2.379 1.768 -1.700 0.47
H -2.051 3.109 -1.173 0.48
O -2.817 2.608 -1.502 -0.96
H -1.899 1.998 0.458 0.49
H -0.753 1.177 0.480 0.50
O -1.796 1.065 0.716 -1.04
H 0.377 -0.340 1.799 0.49
H -0.811 -0.359 2.817 0.50
O -0.229 -0.913 2.281 -0.98
H -0.742 2.503 3.547 0.50
H -1.626 1.616 2.323 0.52
O -1.375 1.857 3.236 -1.05
H -1.842 -0.474 -0.013 0.52
H -2.728 -1.381 -0.919 0.48
O -2.087 -1.413 -0.186 -1.00
H -0.600 -2.787 2.074 0.50
H -1.562 -3.146 0.957 0.49
O -1.384 -3.327 1.888 -0.98
H -0.155 0.180 4.542 0.48
H 1.252 0.498 3.880 0.48
O 0.733 0.517 4.695 -0.96
H -3.298 -1.295 1.286 0.48
H -2.952 -2.549 2.220 0.49
O -3.496 -1.753 2.111 -1.01
```

maximum force	3.1	eV/Å
charge	-1
energy	-1243.81176	hartree



Density functional theory data (ωB97M-V with the def2-TZVPD basis set) for a cluster of 12 separate species, C5H34O12S in total at a distorted geometry.

Geometry as XYZ:
```
52
Properties=species:S:1:pos:R:3:nbo_charge:R:1
C 0.332 -0.753 1.175 -0.06
O -0.255 -0.276 2.407 -0.79
C 0.654 0.542 0.283 -0.43
C 2.108 0.425 0.006 -0.46
C 2.702 -0.892 -0.568 -0.39
S 2.374 -1.073 -2.556 0.09
C 2.442 0.666 -3.141 -0.75
H -0.500 -1.466 0.815 0.18
H 1.286 -1.336 1.437 0.17
H 0.346 0.239 2.883 0.49
H -0.057 0.592 -0.579 0.23
H 0.330 1.354 0.916 0.20
H 2.582 0.630 0.938 0.20
H 2.355 1.231 -0.685 0.26
H 2.367 -1.801 -0.062 0.18
H 3.643 -0.696 -0.486 0.18
H 1.445 1.190 -2.706 0.21
H 3.239 1.089 -2.613 0.22
H 2.215 0.671 -4.260 0.25
H -3.656 -0.039 1.427 0.51
H -5.002 -0.148 0.562 0.50
O -3.893 -0.302 0.542 -1.00
H -1.279 -3.202 0.895 0.50
H -2.425 -2.399 0.052 0.49
O -1.990 -3.237 0.186 -0.98
H -0.892 3.709 1.015 0.52
H 0.003 2.900 1.881 0.46
O 0.077 3.765 1.365 -1.00
H -1.992 2.937 -0.862 0.53
H -2.576 2.120 0.385 0.49
O -2.116 2.853 0.106 -0.98
H -2.422 -1.782 -1.902 0.49
H -3.113 -0.676 -0.933 0.51
O -2.541 -0.848 -1.750 -1.01
H 1.880 2.299 2.599 0.49
H 2.039 1.977 4.197 0.50
O 1.762 1.610 3.235 -0.98
H -2.702 0.818 -2.382 0.49
H -2.488 1.878 -3.404 0.47
O -2.618 1.716 -2.503 -0.97
H -2.426 -0.330 3.620 0.49
H -1.989 0.434 2.423 0.50
O -2.813 0.303 2.994 -0.99
H 1.058 -4.162 0.869 0.46
H 1.880 -3.460 1.628 0.47
O 0.956 -3.686 1.680 -0.92
H 1.824 3.463 0.116 0.49
H 2.405 4.113 -0.906 0.47
O 2.625 3.266 -0.457 -0.95
H -0.629 -3.744 -1.229 0.48
H 0.545 -3.212 -0.783 0.44
O 0.219 -3.655 -1.619 -0.92
```

maximum force	6.7	eV/Å
SMILES string	CSCCCCO.O.O.O.O.O.O.O.O.O.O.O
energy	-1511.82018	hartree



Density functional theory data (ωB97M-V with the def2-TZVPD basis set) for a cluster of 12 separate species, C5H35NO11 in total at a distorted geometry.

Geometry as XYZ:
```
52
Properties=species:S:1:pos:R:3:nbo_charge:R:1
C 0.219 -1.024 -1.947 -0.21
C 0.447 -0.200 -0.685 -0.41
C 1.670 0.720 -0.773 -0.24
C 2.197 1.031 0.628 -0.61
C 1.333 2.004 -1.512 -0.61
N 1.268 -2.046 -2.125 -0.88
H -0.771 -1.481 -1.878 0.17
H 0.227 -0.363 -2.822 0.15
H 0.538 -0.886 0.151 0.21
H -0.467 0.382 -0.496 0.19
H 2.456 0.183 -1.317 0.21
H 3.026 1.749 0.579 0.20
H 1.424 1.506 1.233 0.22
H 2.577 0.141 1.130 0.21
H 2.219 2.598 -1.712 0.20
H 0.815 1.832 -2.461 0.20
H 0.635 2.633 -0.942 0.18
H 0.999 -2.883 -1.599 0.40
H 1.339 -2.338 -3.091 0.36
H -1.555 2.498 0.287 0.50
H -0.608 3.401 -0.466 0.48
O -0.970 3.272 0.422 -0.97
H -2.690 -3.223 1.257 0.49
H -2.278 -1.725 1.607 0.52
O -1.996 -2.680 1.634 -1.03
H -1.749 3.176 -3.099 0.49
H -0.432 2.381 -3.166 0.51
O -1.129 2.686 -2.542 -0.99
H 1.775 -2.898 1.710 0.50
H 2.509 -2.736 0.350 0.48
O 2.257 -3.391 1.018 -0.98
H -2.133 0.101 2.373 0.51
H -2.768 0.489 0.999 0.49
O -2.841 -0.155 1.723 -1.01
H -0.310 1.122 3.167 0.51
H -0.180 -0.512 3.039 0.50
O -0.718 0.246 3.322 -1.02
H 0.803 -4.112 0.175 0.50
H -0.720 -3.697 0.198 0.48
O -0.038 -4.127 -0.345 -1.00
H 1.688 2.381 -4.306 0.50
H 1.264 0.963 -3.871 0.49
O 0.922 1.817 -4.155 -0.93
H 0.495 -2.494 3.618 0.49
H -0.371 -2.500 2.349 0.52
O 0.466 -2.144 2.724 -0.99
H -1.886 0.263 -0.785 0.48
H -1.998 1.659 -1.458 0.52
O -2.307 1.124 -0.692 -0.99
H 1.324 2.961 2.622 0.48
H -0.049 2.935 1.894 0.51
O 0.421 2.648 2.710 -0.98
```

maximum force	2.2	eV/Å
SMILES string	CC(C)CCN.O.O.O.O.O.O.O.O.O.O.O
energy	-1093.90049	hartree



Number 1: LUMO level 0.05 eV. Number 2: LUMO level 0.24 eV. Number 3: LUMO level 0.03 eV. Number 4: LUMO level 0.00 eV. Number 5: LUMO level -2.88 eV. Number 6: LUMO level 2.70 eV. Number 7: LUMO level 0.08 eV. Number 8: LUMO level -0.05 eV.